# 1
{"formula": "C4H7NO", "method": "ωB97M-V/def2-TZVPD", "orbital_gap_ev": 10.6, "relative_energy_ev": 1.720, "smiles": "C[C@H]1NCC1=O", "lumo_energy_ev": 0.906, "symbols": ["C", "C", "N", "C", "C", "O", "H", "H", "H", "H", "H", "H", "H"], "coordinates": [[-1.63307, -0.08734, -0.32670], [-0.39610, -0.13510, 0.55874], [0.63638, -1.07300, 0.02549], [1.50918, 0.04649, -0.41843], [0.59214, 1.01566, 0.33127], [0.66708, 2.15608, 0.69210], [-2.09661, -1.07729, -0.36558], [-1.36412, 0.19240, -1.35120], [-2.36128, 0.63716, 0.05024], [-0.66986, -0.30059, 1.60869], [1.08035, -1.57037, 0.79165], [1.48299, 0.17635, -1.50688], [2.55292, 0.01954, -0.08939]], "forces_ev_per_a": [[-0.1, 0.0, 0.0], [-0.2, 0.0, 0.1], [0.1, -0.2, 0.1], [0.2, 0.1, -0.1], [0.0, 0.4, 0.1], [-0.1, -0.5, -0.2], [0.0, 0.1, 0.1], [0.0, 0.0, 0.1], [0.1, -0.1, 0.0], [0.1, 0.0, -0.2], [-0.1, 0.0, -0.1], [0.0, 0.0, 0.2], [-0.1, 0.0, 0.0]], "nbo_charge": [-0.61, -0.17, -0.61, -0.35, 0.59, -0.50, 0.22, 0.21, 0.22, 0.21, 0.36, 0.22, 0.22]}


# 2
{"formula": "C8H27FN2O7P3", "method": "ωB97M-V/def2-TZVPD", "orbital_gap_ev": 8.1, "total_charge": 1, "lumo_energy_ev": -3.975, "symbols": ["N", "P", "O", "P", "F", "C", "O", "C", "O", "C", "C", "O", "P", "N", "O", "H", "H", "H", "H", "H", "H", "H", "H", "H", "H", "H", "H", "H", "H", "H", "C", "C", "O", "H", "H", "H", "H", "H", "H", "C", "C", "O", "H", "H", "H", "H", "H", "H"], "coordinates": [[-0.03005, 2.79175, -6.07233], [-1.29368, 2.87122, -4.92752], [-2.18017, 1.54504, -5.16787], [-0.24695, 2.12889, -3.11129], [1.21842, 2.69290, -3.13964], [-0.18348, 0.25996, -3.14999], [-1.14755, -0.33182, -2.35548], [-0.84095, -0.31579, -0.97392], [-0.88801, -1.61135, -0.49475], [-1.27091, -1.69382, 0.87265], [-0.12012, -1.50146, 1.83598], [0.66040, -0.33482, 1.56283], [-1.34505, 3.24496, -1.47795], [-2.83675, 2.45091, -1.53838], [-0.73814, 2.75772, -0.06842], [-0.36561, 3.27045, -6.90468], [0.74012, 3.36839, -5.73334], [-3.01353, 1.76935, -5.59348], [-0.37380, -0.02826, -4.18457], [0.83977, -0.06167, -2.92587], [-1.57111, 0.30755, -0.45101], [0.15129, 0.12070, -0.80571], [-1.65610, -2.70102, 1.02829], [-2.09878, -1.02126, 1.11358], [-0.54140, -1.36901, 2.83079], [0.52909, -2.37090, 1.81648], [1.49891, -0.62363, 1.19399], [-3.13468, 2.22857, -0.58883], [-3.49106, 3.15656, -1.86973], [0.22465, 2.80799, -0.02785], [-1.75040, 1.10840, 5.84353], [-0.74085, -0.00603, 6.04577], [-0.22892, -0.48821, 4.80257], [-2.57969, 0.76148, 5.22569], [-2.14691, 1.45694, 6.79744], [-1.29054, 1.95713, 5.33098], [-1.20410, -0.85737, 6.54031], [0.08992, 0.33997, 6.66800], [0.20180, 0.24686, 4.35418], [4.23029, -3.02503, -0.97933], [3.65182, -3.44420, 0.35797], [2.56464, -2.59925, 0.75296], [4.57956, -1.99259, -0.93568], [5.06608, -3.66468, -1.26197], [3.47126, -3.08427, -1.76386], [4.40153, -3.36835, 1.14221], [3.30223, -4.47912, 0.31726], [1.88753, -2.66982, 0.07000]], "forces_ev_per_a": [[0.1, 0.0, 0.5], [-0.7, 1.5, -0.2], [0.4, -0.6, -0.1], [-0.3, -1.6, -0.1], [0.2, 0.1, 0.0], [0.3, -0.3, -0.5], [0.1, 0.1, 0.1], [0.1, 0.1, 0.4], [-0.1, 0.1, -0.2], [0.0, -0.4, 0.3], [0.0, 0.2, 0.1], [-0.3, 0.3, -0.2], [0.0, 1.6, -0.2], [0.2, 0.6, 0.5], [-0.1, -0.7, -0.2], [0.1, -0.1, -0.2], [0.2, -0.2, -0.1], [-0.3, -0.1, 0.1], [-0.1, 0.1, -0.1], [0.1, 0.1, 0.2], [-0.1, 0.0, 0.0], [0.1, 0.1, -0.2], [0.0, -0.1, -0.1], [0.0, 0.3, -0.3], [0.0, -0.3, 0.1], [0.0, -0.1, 0.2], [0.2, -0.2, 0.1], [0.0, -0.5, -0.1], [-0.2, -0.2, -0.1], [0.1, 0.1, 0.3], [0.0, 0.0, -0.1], [0.1, 0.2, -0.1], [-0.1, 0.0, 0.1], [0.0, 0.0, 0.0], [0.0, 0.0, 0.0], [0.0, 0.0, 0.1], [0.0, -0.1, 0.0], [-0.1, 0.0, 0.1], [0.1, 0.0, 0.0], [-0.1, 0.1, 0.0], [0.0, 0.0, -0.2], [0.0, 0.2, -0.1], [0.1, 0.0, 0.0], [0.0, 0.0, 0.0], [0.0, -0.1, 0.0], [-0.1, 0.0, 0.1], [0.1, 0.0, 0.0], [0.0, -0.1, 0.0]], "nbo_charge": [-1.14, 1.02, -0.97, 1.01, -0.53, -0.36, -0.50, 0.24, -0.53, -0.10, -0.12, -0.76, 1.13, -1.15, -0.97, 0.41, 0.40, 0.52, 0.26, 0.23, 0.15, 0.14, 0.21, 0.17, 0.22, 0.19, 0.49, 0.42, 0.41, 0.52, -0.63, -0.06, -0.73, 0.21, 0.22, 0.19, 0.18, 0.16, 0.47, -0.63, -0.06, -0.75, 0.21, 0.23, 0.19, 0.19, 0.17, 0.46]}


# 3
{"formula": "C2H4N5", "method": "ωB97M-V/def2-TZVPD", "orbital_gap_ev": 9.8, "total_charge": 1, "relative_energy_ev": 0.000, "lumo_energy_ev": -6.114, "symbols": ["C", "C", "N", "N", "N", "N", "N", "H", "H", "H", "H"], "coordinates": [[0.59046, 1.10270, 0.46990], [-0.13761, -0.91256, 0.34493], [-1.11839, -0.84284, -2.53896], [1.72861, 0.15979, 0.28806], [1.22635, -0.96802, 0.21550], [-0.56582, -1.04244, -1.60858], [-0.56699, 0.28364, 0.64462], [0.79930, 1.81912, 1.27048], [0.21703, 1.77283, -0.37501], [-0.67251, -1.94610, 0.48493], [-1.50043, 0.57389, 0.80413]], "forces_ev_per_a": [[-0.2, 2.7, -0.6], [-3.0, -2.6, 2.6], [0.8, -0.3, 1.3], [-1.7, 1.6, -0.4], [1.8, -0.9, 0.0], [-1.2, 0.0, -3.7], [1.9, -2.2, 0.4], [0.0, -0.4, 0.2], [1.7, -0.6, 0.2], [0.8, 2.5, -0.2], [-0.9, 0.3, 0.2]], "nbo_charge": [-0.20, 0.32, 0.18, 0.05, -0.16, -0.06, -0.47, 0.29, 0.28, 0.30, 0.47]}


# 4
{"formula": "C5H8S", "method": "ωB97M-V/def2-TZVPD", "orbital_gap_ev": 9.3, "relative_energy_ev": 1.854, "smiles": "C=CC/C=C\\S", "lumo_energy_ev": 0.787, "symbols": ["C", "C", "C", "C", "C", "S", "H", "H", "H", "H", "H", "H", "H", "H"], "coordinates": [[-1.91223, 0.91927, 0.47588], [-1.48552, 0.52233, -0.70002], [-0.49385, -0.60681, -0.94270], [0.39337, -0.85151, 0.39795], [1.65387, -0.49989, 0.54072], [2.66041, 0.44340, -0.51217], [-1.64897, 0.42123, 1.42924], [-2.51527, 1.78343, 0.79077], [-1.65967, 1.02108, -1.64698], [0.08467, -0.24595, -1.78619], [-1.08785, -1.47302, -1.17538], [0.01803, -1.30587, 1.30308], [2.28935, -0.66950, 1.45324], [3.70366, 0.54182, 0.37256]], "forces_ev_per_a": [[-0.5, 0.5, 2.2], [0.8, -0.1, -0.6], [0.5, 0.8, 3.2], [-0.8, -0.1, -2.0], [1.6, 0.3, 1.4], [0.9, 0.4, -0.5], [0.3, -0.2, -0.9], [0.0, -0.2, -1.2], [-0.7, 0.4, 0.3], [0.5, -0.6, 0.0], [0.2, -0.7, -0.3], [-0.7, -0.3, -0.4], [-1.5, -0.2, -0.6], [-0.6, 0.0, -0.7]], "nbo_charge": [-0.40, -0.17, -0.46, -0.22, -0.36, 0.01, 0.19, 0.21, 0.20, 0.22, 0.23, 0.22, 0.22, 0.13]}